(1)
{"formula": "C11H24Cl2N2O2PSV", "method": "ωB97M-V/def2-TZVPD", "elements": ["C", "C", "H", "H", "H", "O", "Cl", "V", "P", "C", "C", "H", "H", "H", "C", "H", "H", "H", "H", "H", "H", "C", "O", "Cl", "C", "N", "C", "C", "S", "N", "C", "C", "H", "H", "H", "H", "H", "H", "H", "H", "H", "H", "H", "H"], "xyz": [[0.004, -3.399, -3.928], [-0.691, -2.373, -3.099], [-0.681, -4.110, -4.433], [0.761, -3.933, -3.348], [0.502, -2.870, -4.759], [-1.787, -1.879, -3.278], [2.199, -1.098, -2.527], [0.303, -1.254, -1.394], [0.005, 1.180, -2.179], [-1.249, 2.300, -1.464], [1.573, 2.127, -2.046], [0.528, 1.203, -4.495], [-0.888, 2.270, -4.157], [-1.062, 0.483, -4.221], [-0.407, 1.308, -3.933], [2.417, 1.446, -2.201], [1.564, 2.883, -2.846], [-1.587, 3.018, -2.224], [-0.835, 2.891, -0.639], [1.669, 2.611, -1.063], [-2.118, 1.736, -1.093], [-1.253, -0.709, -0.416], [-2.175, -0.401, 0.254], [0.086, -3.338, -0.506], [-0.185, 2.240, 1.804], [-0.101, 1.073, 2.645], [-0.103, 1.369, 4.086], [0.412, -0.082, 2.158], [1.203, -0.144, 0.614], [0.428, -1.128, 3.010], [-0.730, -1.389, 3.863], [1.375, -2.209, 2.892], [-0.608, 3.065, 2.381], [-0.839, 2.033, 0.957], [0.800, 2.545, 1.439], [-1.082, 1.115, 4.520], [0.696, 0.829, 4.594], [0.064, 2.451, 4.194], [-1.131, -2.387, 3.640], [-0.454, -1.350, 4.924], [-1.515, -0.651, 3.658], [1.087, -2.956, 2.138], [2.351, -1.814, 2.614], [1.453, -2.700, 3.867]], "atomic_forces_ev_per_a": [[0.542, -0.671, -0.476], [-3.553, 1.072, -1.602], [-0.056, 0.485, 0.652], [-0.144, 0.165, -0.112], [-0.017, 0.138, 0.415], [3.294, -1.228, 1.000], [-0.911, 0.075, 0.199], [3.291, -1.661, 0.063], [-0.097, 1.293, -0.148], [-0.376, -0.034, 0.491], [0.075, -0.258, 0.224], [-0.215, 0.053, -0.057], [0.241, -0.324, 0.115], [-0.094, 0.237, -0.124], [0.220, -0.740, -0.512], [-0.163, 0.354, 0.027], [-0.054, -0.161, 0.295], [0.132, -0.360, 0.117], [-0.058, -0.222, -0.346], [-0.082, -0.212, -0.386], [0.185, 0.367, -0.194], [-6.709, 2.260, 4.296], [4.613, -1.561, -3.333], [-0.312, 1.323, -0.489], [-0.404, 0.535, -0.584], [1.057, -0.884, -0.512], [-0.434, 0.284, 0.288], [-0.741, 0.267, 2.084], [0.561, -0.011, -0.594], [-0.580, 0.573, -1.052], [-0.466, 0.066, 0.424], [0.617, -0.675, -0.326], [-0.013, -0.212, -0.207], [0.112, 0.080, 0.279], [-0.044, -0.012, 0.046], [0.492, 0.220, 0.048], [-0.104, -0.060, -0.054], [-0.025, -0.525, 0.068], [0.227, 0.189, -0.012], [-0.110, -0.018, -0.234], [0.217, -0.405, 0.089], [-0.088, 0.162, 0.242], [-0.026, -0.079, 0.105], [-0.001, 0.114, -0.214]], "charge": 2, "homo_ev": [-15.6594, -15.6265], "multiplicity": 3, "gap_ev": [6.32, 6.29], "s_squared": 2.043, "e_lumo_ha": [-0.3433, -0.3430], "de_lowest_kcal_mol": 17.0}

(2)
{"formula": "C6H4O", "method": "ωB97M-V/def2-TZVPD", "elements": ["C", "C", "C", "C", "C", "C", "O", "H", "H", "H", "H"], "xyz": [[0.918, 0.203, 0.568], [1.722, -0.947, -0.374], [1.358, 0.155, -0.964], [0.296, 1.021, -0.581], [-0.576, 0.189, 0.313], [-1.249, -1.084, -0.145], [-1.253, -1.486, -1.278], [1.422, 0.715, 1.379], [0.306, 2.104, -0.615], [-1.176, 0.758, 1.027], [-1.768, -1.631, 0.669]], "atomic_forces_ev_per_a": [[-0.011, 0.141, 0.612], [-0.152, 0.417, -0.310], [0.164, -0.468, 0.038], [0.032, 0.139, -0.079], [-0.096, -0.003, -0.015], [0.047, -0.125, -0.412], [-0.078, 0.245, 0.514], [-0.082, -0.068, -0.141], [-0.009, -0.186, -0.034], [0.082, -0.084, -0.085], [0.102, -0.008, -0.087]], "charge": 0, "homo_ev": -9.4166, "gap_ev": 9.81, "e_lumo_ha": 0.0143, "de_lowest_kcal_mol": 115.6}

(3)
{"formula": "C23H40CdCl3GeN3O2PSSe2", "method": "ωB97M-V/def2-TZVPD", "elements": ["Cd", "O", "C", "C", "C", "O", "C", "Se", "C", "Se", "H", "H", "H", "H", "H", "H", "H", "H", "H", "H", "C", "C", "C", "N", "N", "C", "N", "S", "H", "H", "H", "H", "H", "H", "H", "C", "C", "C", "C", "P", "C", "C", "C", "C", "C", "C", "C", "C", "C", "C", "H", "H", "H", "H", "H", "H", "H", "H", "H", "H", "H", "H", "H", "H", "H", "H", "H", "H", "H", "H", "H", "H", "H", "Cl", "Ge", "Cl", "Cl"], "xyz": [[0.899, -0.774, -0.732], [3.349, 2.876, 1.915], [3.588, 1.807, 0.995], [4.038, 2.274, -0.394], [5.004, 3.473, -0.250], [6.045, 3.250, 0.677], [4.798, 1.158, -1.102], [3.895, -0.578, -1.152], [2.852, 2.762, -1.222], [1.703, 1.406, -2.082], [2.655, 3.440, 1.562], [2.706, 1.174, 0.899], [4.375, 1.199, 1.445], [4.435, 4.373, 0.018], [5.480, 3.655, -1.216], [5.650, 3.193, 1.554], [5.751, 0.992, -0.597], [4.997, 1.437, -2.136], [3.210, 3.353, -2.066], [2.199, 3.401, -0.624], [3.292, 0.360, 5.027], [2.209, 0.953, 4.118], [1.495, -0.102, 3.345], [1.447, -0.174, 2.068], [0.740, -1.240, 1.578], [0.218, -1.992, 2.518], [-0.620, -3.017, 2.311], [0.645, -1.431, 4.118], [3.796, 1.148, 5.585], [4.038, -0.173, 4.436], [2.860, -0.340, 5.743], [2.653, 1.642, 3.399], [1.489, 1.511, 4.722], [-0.539, -3.494, 1.416], [-0.850, -3.603, 3.095], [-1.661, -0.849, -3.670], [-2.392, 0.126, -2.738], [-1.903, 1.546, -3.028], [-3.895, 0.037, -3.002], [-1.864, -0.414, -0.999], [-2.862, -1.928, -0.747], [-4.206, -1.964, -0.374], [-4.864, -3.177, -0.247], [-4.200, -4.371, -0.495], [-2.867, -4.348, -0.872], [-2.209, -3.134, -0.989], [-2.416, 0.825, 0.320], [-3.711, 1.590, 0.047], [-2.530, 0.062, 1.645], [-1.266, 1.838, 0.441], [-1.880, -0.599, -4.711], [-1.970, -1.881, -3.503], [-0.578, -0.789, -3.538], [-2.111, 1.786, -4.074], [-0.829, 1.638, -2.875], [-2.407, 2.290, -2.412], [-4.076, 0.294, -4.049], [-4.464, 0.734, -2.388], [-4.274, -0.970, -2.841], [-4.754, -1.051, -0.192], [-5.908, -3.190, 0.042], [-4.723, -5.313, -0.398], [-2.332, -5.268, -1.075], [-1.171, -3.127, -1.290], [-4.572, 0.931, -0.055], [-3.637, 2.206, -0.847], [-3.909, 2.254, 0.893], [-3.409, -0.579, 1.674], [-2.600, 0.775, 2.470], [-1.651, -0.565, 1.808], [-1.063, 2.336, -0.508], [-0.346, 1.349, 0.769], [-1.522, 2.602, 1.181], [3.555, -3.953, -2.325], [1.598, -3.116, -1.906], [0.455, -3.796, -3.674], [0.922, -4.753, -0.443]], "atomic_forces_ev_per_a": [[-0.055, 0.070, -0.232], [0.131, 0.257, -0.073], [0.065, -0.173, -0.452], [0.219, 0.130, 0.158], [-0.175, -0.019, 0.010], [0.086, -0.095, 0.012], [-0.213, -0.093, 0.031], [0.166, 0.088, -0.040], [-0.176, -0.207, 0.136], [0.147, -0.156, -0.042], [-0.063, 0.025, -0.028], [0.165, 0.137, 0.044], [-0.012, 0.008, 0.033], [0.023, -0.007, -0.024], [0.008, 0.036, 0.014], [-0.062, 0.089, -0.019], [0.007, -0.012, 0.015], [0.014, 0.017, 0.003], [-0.029, 0.020, -0.009], [0.033, 0.056, 0.007], [-0.115, 0.024, -0.068], [0.183, -0.121, 0.163], [-0.135, -0.254, 0.143], [-0.022, 0.064, 0.066], [-0.163, -0.153, 0.036], [0.520, 0.661, 0.361], [-0.033, -0.456, -0.353], [-0.134, -0.013, -0.391], [-0.013, 0.005, -0.008], [0.003, -0.019, 0.015], [0.066, -0.020, 0.050], [-0.151, -0.040, 0.112], [-0.038, 0.000, -0.033], [-0.027, 0.030, 0.042], [0.019, -0.051, -0.027], [-0.001, 0.051, 0.053], [0.158, -0.006, 0.121], [0.035, -0.007, 0.042], [0.031, -0.007, 0.085], [-0.359, 0.189, -0.022], [0.233, 0.020, 0.023], [-0.015, -0.039, -0.038], [-0.090, 0.036, 0.037], [0.049, -0.021, -0.006], [-0.024, -0.101, 0.007], [-0.025, 0.077, -0.011], [0.172, -0.029, -0.114], [-0.023, -0.072, -0.011], [0.041, -0.018, -0.042], [-0.036, -0.004, -0.058], [-0.029, 0.032, 0.010], [0.034, -0.039, -0.007], [0.004, -0.035, -0.037], [-0.022, -0.028, -0.005], [-0.014, 0.061, 0.004], [0.026, 0.011, -0.058], [0.015, 0.015, -0.003], [-0.020, -0.041, -0.012], [-0.047, -0.043, 0.005], [0.002, 0.001, -0.002], [0.010, 0.011, 0.001], [-0.006, 0.006, 0.000], [0.021, 0.026, 0.000], [0.033, -0.043, -0.010], [-0.019, 0.044, -0.020], [-0.060, -0.003, 0.052], [0.017, 0.008, 0.008], [0.000, -0.013, 0.027], [0.014, 0.039, -0.022], [-0.119, 0.075, 0.016], [0.059, 0.000, 0.055], [0.031, 0.050, 0.005], [-0.053, -0.023, 0.018], [0.016, 0.112, -0.037], [-0.303, -0.538, 0.222], [0.064, 0.104, 0.078], [-0.040, 0.315, -0.008]], "charge": 0, "homo_ev": [-7.1516, -7.6274], "multiplicity": 2, "gap_ev": [7.20, 6.71], "s_squared": 0.757, "e_lumo_ha": [0.0017, -0.0336]}

In eV, the E values for the records above are, in order, -89712.465; -8327.425; -282533.965.